(1)
40
Properties=species:S:1:pos:R:3:forces:R:3:nbo_charge:R:1 method="wB97M-V/def2-TZVPD" molar_mass_g_mol=869.23 smiles="C[C@@H]1CCC(=O)O1.ClC(Cl)(Cl)Cl.ClC(Cl)(Cl)Cl.ClC(Cl)(Cl)Cl.ClC(Cl)(Cl)Cl.ClC(Cl)(Cl)Cl" lumo_ev=0.138 multiplicity=1 charge=0 fmax_ev_per_a=0.742
C -0.279337 4.479449 0.627494 -0.31 0.09 0.02 -0.65
C -2.404450 5.487489 -0.483983 -0.15 -0.10 0.16 -0.42
H -2.934382 5.332805 -1.432636 0.14 0.12 0.16 0.22
Cl 6.426913 -5.951186 -0.574409 0.00 0.00 -0.01 0.06
Cl 2.599569 -8.687834 -1.080054 0.00 0.00 0.00 0.05
Cl 2.625641 -0.825898 0.567521 -0.01 -0.01 -0.02 0.06
Cl -0.470061 -2.807272 1.121287 -0.04 0.00 -0.03 0.07
Cl -5.011905 -0.069970 -3.008471 0.01 0.02 0.01 0.05
H -0.265906 3.917763 1.566130 0.04 -0.02 -0.21 0.24
H -0.214711 5.543535 0.874579 0.15 -0.12 0.02 0.21
Cl -2.780196 0.905643 -1.456194 0.01 -0.05 -0.06 0.04
Cl 2.467075 -5.887308 -1.749930 0.02 0.02 -0.01 0.05
O -2.484456 3.411857 0.691657 -0.36 -0.07 -0.47 -0.52
O -4.752011 3.448306 0.672819 0.50 0.23 0.49 -0.55
Cl -5.282642 0.333837 -0.161238 0.00 -0.06 -0.06 0.08
Cl 7.684036 -3.351518 -0.569898 -0.01 -0.02 0.00 0.06
Cl 0.273463 -7.639354 -2.427391 0.01 0.01 0.01 0.06
H 0.591161 4.190861 0.032876 -0.11 0.12 0.12 0.23
Cl 0.710483 -2.285853 3.700089 0.00 0.00 -0.01 0.06
Cl -0.401706 -4.884123 3.121665 0.01 -0.01 0.00 0.05
H -1.417722 3.652248 -1.053947 0.10 -0.10 0.31 0.19
H -2.891250 5.772550 1.594407 -0.32 0.17 -0.08 0.23
Cl 2.985407 1.885411 1.473676 0.00 0.02 0.00 0.05
Cl 3.313187 1.242930 -1.320730 0.01 0.00 0.00 0.05
C -4.190280 -0.164438 -1.445353 -0.03 0.03 0.07 -0.22
Cl 0.782195 -6.946258 0.327976 -0.07 -0.08 -0.01 0.06
Cl 0.689787 1.199175 -0.128220 -0.06 -0.12 0.02 0.05
C 0.467045 -3.501319 2.442902 -0.02 0.03 0.01 -0.23
Cl -3.660711 -1.829451 -1.170270 0.05 -0.03 0.01 0.05
H -4.318163 6.127789 0.527925 0.14 -0.05 -0.03 0.24
C 1.526946 -7.291728 -1.232907 0.03 0.03 0.01 -0.23
Cl 5.515642 -3.901267 -2.387685 -0.02 0.00 -0.01 0.06
C -1.589422 4.210725 -0.125164 0.16 0.33 -0.12 0.09
C 2.403471 0.870145 0.147967 0.02 0.05 -0.01 -0.23
Cl 2.035708 -4.042743 1.833091 0.01 0.03 0.04 0.05
C -3.708790 4.034073 0.718285 -0.20 0.02 -0.16 0.80
C 6.159602 -4.218562 -0.773224 0.00 -0.02 0.00 -0.23
C -3.424306 5.524640 0.667462 0.33 -0.37 -0.20 -0.52
H -1.775966 6.376338 -0.567325 -0.06 -0.14 0.03 0.22
Cl 5.001040 -3.661486 0.439221 0.05 0.03 0.00 0.05


(2)
62
Properties=species:S:1:pos:R:3:forces:R:3:nbo_charge:R:1 method="wB97M-V/def2-TZVPD" molar_mass_g_mol=1057.75 s2=0.76 lumo_ev="2.079 / -2.273" multiplicity=2 charge=-1 relative_energy_kcal_mol=0.42 fmax_ev_per_a=4.573
H 3.172249 -32.533464 -15.433491 0.04 0.10 0.00 0.25
C 5.994125 -30.922697 -11.991863 -1.81 2.92 1.25 0.79
O 2.509027 -29.879566 -8.222055 0.52 0.49 0.82 -0.61
O 3.725467 -26.211407 -10.909164 -1.24 -0.16 -0.12 -0.89
O 1.708714 -25.854041 -13.184692 0.00 -0.73 -1.61 -0.85
C -3.185940 -29.086324 -12.630422 1.77 -1.32 -0.27 0.82
S 1.442873 -30.687002 -8.792241 0.03 -2.81 -0.37 2.24
C 2.857453 -31.722971 -16.090845 0.55 0.68 0.49 -0.43
F -4.019878 -28.744344 -11.679605 0.01 0.26 0.03 -0.29
Zr 1.245683 -29.618917 -12.213828 2.43 -0.69 -0.27 2.37
F 0.500014 -26.580398 -8.772789 0.06 1.02 -0.43 -0.31
O -1.901404 -31.167724 -11.067706 -0.94 1.93 -1.27 -0.86
O 0.480969 -27.994738 -13.333233 -3.49 2.32 -1.79 -1.00
O 2.566727 -28.190650 -13.427735 3.88 0.20 -1.58 -0.97
H 1.246397 -33.025398 -16.579793 -0.42 0.13 0.23 0.22
F 0.435675 -35.509859 -12.357121 0.55 0.23 -0.67 -0.31
O -0.693244 -29.025908 -11.313279 -1.04 2.36 3.01 -0.98
F 0.207066 -29.448505 -6.738628 0.33 -0.69 0.80 -0.30
F -0.742369 -33.768695 -12.075063 -1.01 0.50 1.52 -0.32
O 1.737049 -32.134288 -8.618858 -0.95 2.83 0.23 -0.69
O -0.679095 -30.275763 -13.035367 -2.04 -1.98 -2.02 -0.99
O 3.416976 -27.600204 -8.975589 -1.22 -0.04 -0.62 -0.83
C -0.165181 -30.250195 -7.726884 2.24 1.65 -1.75 0.80
O 4.887492 -29.690754 -9.645051 0.56 -0.02 -3.48 -0.91
O 2.029762 -28.031234 -10.969930 -0.53 1.74 0.91 -1.00
F 1.099569 -25.697502 -15.992152 0.67 -0.10 0.27 -0.30
O 3.313664 -30.114865 -11.591845 2.10 0.12 -0.98 -1.04
F 0.075153 -33.993565 -13.943061 0.47 -0.85 -1.75 -0.32
F 0.672376 -27.770593 -16.157293 0.68 -0.34 -0.22 -0.31
O 1.221542 -30.287814 -10.178438 -1.14 -0.63 2.06 -0.93
S 1.617138 -27.144432 -13.804842 -0.26 -0.77 3.28 2.32
F 5.548062 -31.617642 -12.979270 -0.44 -0.73 -1.62 -0.30
O 1.497333 -30.557059 -14.557634 0.18 0.31 -0.26 -0.57
F 2.037188 -25.029633 -8.489934 -0.56 -0.22 0.02 -0.30
S 2.785824 -27.021084 -10.174825 1.43 -0.44 2.22 2.30
F -0.777619 -31.305938 -7.334794 -0.58 -1.02 0.62 -0.28
O 1.346191 -31.752948 -12.262409 -0.58 -1.42 -0.18 -1.03
S -1.602481 -30.009943 -11.895351 1.73 -1.75 0.05 2.27
F 6.907100 -31.595879 -11.367887 1.01 -0.12 0.54 -0.29
F -0.910440 -29.491889 -8.493250 -1.06 -0.02 -0.83 -0.30
F 2.783506 -27.086139 -16.229042 -0.88 0.08 0.32 -0.29
F -3.766291 -29.918196 -13.487940 -0.22 -0.20 0.30 -0.31
H 0.093785 -30.273560 -16.042227 0.07 0.15 -0.04 0.17
H 2.923639 -29.475876 -15.721960 -0.32 -0.11 -0.15 0.18
C 1.455324 -25.848407 -9.354397 2.44 -1.84 -2.18 0.77
H 3.516500 -31.700923 -16.958753 0.31 0.37 0.24 0.21
C 1.573768 -26.904912 -15.687402 -0.81 0.02 0.32 0.77
O 2.820249 -33.447410 -13.248667 -0.84 0.23 -0.54 -0.97
S 4.504216 -30.574882 -10.766173 -1.36 -0.52 4.34 2.25
H -0.238209 -31.730622 -15.157430 0.44 0.27 1.01 0.22
F -2.728525 -28.066876 -13.328855 -0.17 0.39 0.51 -0.29
S 1.850615 -33.165836 -12.217142 2.77 -0.95 3.05 2.32
O 2.327809 -33.569489 -10.876347 -2.31 0.43 -2.65 -0.89
C 0.574067 -31.097519 -15.514479 0.30 -0.98 -1.78 -0.06
C 1.451863 -31.955351 -16.549929 -1.07 0.91 0.56 -0.43
H 3.551509 -30.531472 -14.439133 -0.14 0.36 0.13 0.23
O 4.161897 -31.844078 -10.144172 0.89 -0.08 -1.80 -0.95
F 6.481155 -29.709270 -12.452469 -0.22 -1.54 0.45 -0.34
C 0.331159 -34.219411 -12.673697 0.37 1.29 0.95 0.74
C 2.788165 -30.428793 -15.210396 0.50 -1.78 -0.09 -0.07
H 1.305388 -31.555551 -17.553324 -0.12 0.01 -0.04 0.19
F 1.097838 -25.167932 -10.448898 -1.54 0.55 0.82 -0.32


(3)
22
Properties=species:S:1:pos:R:3:forces:R:3:nbo_charge:R:1 method="wB97M-V/def2-TZVPD" molar_mass_g_mol=211.24 lumo_ev=2.414 multiplicity=1 charge=-1 fmax_ev_per_a=3.906
C 3.317785 1.372373 -0.382499 -0.89 1.38 -1.27 -0.28
C 2.964612 -0.882681 0.399422 -0.10 -0.44 -2.21 -0.26
O -4.585031 0.665401 0.329932 -3.88 -0.30 -0.30 -0.69
O -2.984411 2.224022 0.350501 0.90 2.25 -0.19 -0.69
H -4.316269 -1.485281 0.712818 2.21 0.52 -0.64 0.26
C -3.157042 -1.435061 0.744061 -0.32 -0.69 -0.65 -0.49
C 3.759103 0.261641 0.259345 -0.26 -1.87 1.14 -0.21
C -3.500689 1.146730 0.382667 1.64 -1.17 -0.16 0.83
H 3.484455 -1.893287 0.663514 -1.64 2.00 0.14 0.22
H -2.747165 -2.198124 1.355250 0.44 -0.55 0.81 0.22
C 2.112984 1.403773 -1.120434 2.26 -0.61 0.73 -0.19
C -2.442856 -0.083386 0.663728 1.06 1.33 1.77 -0.48
S 0.417732 -1.899003 0.302394 -0.77 -0.02 -0.66 -0.31
H -1.763556 0.393883 1.411306 -0.43 -1.02 -0.69 0.29
C -2.185622 -1.012860 -0.315806 -0.54 -0.36 1.71 0.66
C 1.658765 -0.766055 -0.255367 1.00 -1.82 1.85 -0.12
F -2.190447 -1.015950 -1.590076 0.23 -0.07 -1.48 -0.28
H 1.824981 2.196701 -1.737888 -0.20 1.41 -0.55 0.20
H 4.703390 0.257584 0.776143 0.44 0.17 -0.09 0.19
H 0.317166 0.241185 -1.451960 0.52 0.30 -0.52 0.22
C 1.360601 0.285283 -1.120563 -2.09 -1.23 1.33 -0.28
H 3.951523 2.223119 -0.376479 0.43 0.81 -0.08 0.19


(4)
22
Properties=species:S:1:pos:R:3:forces:R:3:nbo_charge:R:1 method="wB97M-V/def2-TZVPD" molar_mass_g_mol=184.20 smiles="[H]/N=C1/Nc2ccccc2NC=C1C#N" lumo_ev=0.034 multiplicity=1 charge=0 relative_energy_kcal_mol=0.00 fmax_ev_per_a=3.433
C 1.611098 -1.332529 0.808662 -1.02 2.10 -0.05 -0.31
C -1.721792 0.297847 -1.437743 -0.16 1.13 0.34 -0.22
N 1.165934 1.062864 0.795377 0.42 -0.20 0.88 -0.59
C -2.292390 2.073806 0.089574 -0.49 0.75 -0.25 -0.22
H 1.828524 0.015095 2.462245 0.48 -0.27 0.13 0.21
C 1.552251 -0.121803 1.429476 0.21 0.16 -0.83 0.14
C -0.107301 1.089238 0.190410 -0.47 0.18 -0.63 0.11
H 0.196141 -1.162233 -2.256073 -0.03 0.14 0.12 0.43
C -1.012706 2.040159 0.634146 -0.70 -0.34 -0.51 -0.23
H 2.138324 -3.244456 -0.748168 -0.29 0.79 -0.26 0.35
H -3.047366 2.775916 0.475458 0.55 -0.29 -0.20 0.22
H -0.726243 2.775364 1.372832 0.05 -0.14 0.25 0.21
H 1.327262 1.907573 1.361394 -0.14 -0.87 -0.35 0.40
N 2.452835 -3.397567 2.107420 -0.41 1.75 -1.04 -0.30
C -0.452553 0.210084 -0.854863 -1.24 0.86 0.00 0.13
N 1.598995 -2.546393 -1.289182 0.17 -0.52 0.94 -0.69
C -2.627663 1.268642 -0.993703 0.15 -0.85 0.51 -0.21
N 0.422839 -0.701635 -1.384297 0.65 0.51 0.94 -0.58
H -1.978127 -0.331231 -2.282133 0.07 -0.12 0.12 0.22
C 2.114450 -2.444945 1.523047 0.30 -2.20 1.23 0.27
H -3.637228 1.291157 -1.394703 0.22 0.11 -0.07 0.22
C 1.194717 -1.524952 -0.609175 1.68 -2.71 -1.28 0.43


(5)
33
Properties=species:S:1:pos:R:3:forces:R:3:nbo_charge:R:1 method="wB97M-V/def2-TZVPD" molar_mass_g_mol=551.35 s2=2.01 lumo_ev="-1.419 / -3.965" multiplicity=3 charge=0 relative_energy_kcal_mol=70.80 fmax_ev_per_a=8.610
O 5.821178 2.798732 0.168641 2.05 -1.04 0.13 -0.38
C -3.273190 -1.608223 -0.100956 0.61 -1.17 0.92 0.06
H -0.732439 -2.760525 -0.612708 1.52 1.48 -4.81 0.38
H 2.533564 4.795890 0.060221 0.25 -1.08 -0.13 0.28
C -3.534045 -5.275922 0.097978 2.67 0.47 -0.48 -0.69
H -4.341650 5.620182 -0.019616 0.00 0.00 0.00 0.00
H -3.515925 -5.834964 -0.800679 0.04 0.59 -2.36 0.26
N -2.608872 -2.935264 -0.057030 1.74 3.77 0.68 -0.25
O 4.958306 4.720855 -0.039519 -0.38 1.40 -0.17 -0.38
N -1.074159 -2.958170 0.237713 -6.45 5.18 2.38 -0.55
C 3.512930 1.473688 0.002011 2.62 1.58 0.68 -0.08
C 1.176125 1.625808 -0.053306 0.08 1.35 0.24 0.49
N -4.770948 -3.142458 -0.011525 -1.01 -1.19 0.11 -0.27
S -2.676269 0.004611 0.252341 0.50 -2.08 -0.75 0.33
C 1.248363 3.087720 -0.017491 0.32 -1.74 -0.36 -0.10
C 2.494031 3.684170 0.014774 -0.55 0.56 0.21 -0.11
C 2.368858 -0.703510 0.023385 2.02 0.96 -0.65 0.78
N 4.882349 3.527970 0.046566 0.19 -0.75 0.22 0.54
O -1.065619 3.312570 -0.153676 -1.29 -0.63 -0.23 -0.37
N -4.555915 -1.847841 -0.087642 -0.09 0.96 -0.14 -0.20
O 0.075809 5.065364 0.010163 0.77 2.55 0.07 -0.37
H -2.492537 -5.587276 0.378902 -1.32 -0.04 1.23 0.23
C 3.628081 2.855458 0.037810 -2.57 1.20 -0.44 -0.06
O -0.009522 1.152934 -0.175801 -1.56 -1.36 0.06 -0.63
C -3.638902 -3.800175 0.061227 0.60 -0.82 -0.97 0.37
H 4.404510 0.899649 0.066194 0.63 -0.43 -0.17 0.28
H -0.887685 -3.846697 0.162833 1.70 -6.73 1.28 0.39
H -4.421859 -5.732244 0.396523 -1.09 -0.63 2.22 0.28
O 3.457416 -1.254683 -0.088548 -1.42 0.36 0.34 -0.59
N -0.019825 3.888410 -0.075757 1.33 -1.63 0.40 0.55
C 2.347494 0.840255 0.024811 -2.62 -1.30 -0.18 -0.29
O 1.249086 -1.361681 0.069388 0.75 -1.13 0.03 -0.75
Pt -0.538744 -0.704645 0.182758 -0.04 1.36 0.65 0.89